Entry 1:
A molecular structure, C31H28ClNO3P2PtS, computed with ωB97M-V/def2-TZVPD.

Last column: Mulliken charge in e.
Positions of all 68 atoms, in Å:
Pt (-0.31, 1.46, -1.86)  0.9625
N (-1.77, -1.29, -1.34)  0.1381
P (-1.19, -1.50, 0.18)  0.1434
C (-2.24, -2.65, 1.01)  0.5483
C (-2.96, -3.60, 0.29)  -0.2892
C (-3.74, -4.52, 0.99)  -0.8562
C (-3.78, -4.48, 2.37)  -0.4744
C (-3.04, -3.54, 3.08)  -0.8127
C (-2.26, -2.62, 2.40)  -0.5648
C (0.52, -1.88, 0.19)  0.6682
C (0.87, -3.21, -0.05)  -0.6927
C (2.21, -3.55, -0.10)  -0.8748
C (3.19, -2.58, 0.10)  -0.5013
C (2.83, -1.26, 0.34)  -0.7745
C (1.50, -0.89, 0.38)  -0.1408
P (-0.94, -0.48, -2.61)  0.9250
C (0.28, -1.65, -3.19)  1.0615
C (1.65, -1.44, -3.11)  -0.3076
C (2.51, -2.43, -3.55)  -0.7645
C (2.01, -3.62, -4.05)  -0.4804
C (0.64, -3.84, -4.11)  -0.8460
C (-0.23, -2.86, -3.68)  -0.6457
C (-2.22, -0.25, -3.82)  0.7501
C (-1.89, -0.35, -5.17)  -0.6944
C (-2.86, -0.08, -6.13)  -0.8015
C (-4.14, 0.29, -5.74)  -0.5265
C (-4.46, 0.40, -4.40)  -0.9207
C (-3.50, 0.15, -3.43)  -0.0418
H (-2.78, -1.37, -1.45)  0.5692
H (-2.92, -3.65, -0.79)  0.4163
H (-4.31, -5.26, 0.45)  0.4537
H (-4.39, -5.20, 2.91)  0.4362
H (-3.08, -3.52, 4.16)  0.4429
H (-1.69, -1.89, 2.96)  0.4705
H (0.11, -3.97, -0.19)  0.4594
H (2.50, -4.58, -0.28)  0.4948
H (4.23, -2.86, 0.08)  0.4642
H (3.60, -0.51, 0.49)  0.4730
H (1.22, 0.14, 0.55)  0.4773
H (2.04, -0.50, -2.73)  0.0500
H (3.58, -2.26, -3.51)  0.4932
H (2.70, -4.39, -4.39)  0.4544
H (0.26, -4.77, -4.50)  0.4557
H (-1.30, -3.03, -3.74)  0.4474
H (-0.89, -0.64, -5.48)  0.4633
H (-2.61, -0.16, -7.18)  0.4324
H (-4.89, 0.49, -6.49)  0.4173
H (-5.46, 0.71, -4.10)  0.4620
H (-3.76, 0.30, -2.39)  0.3092
C (-1.47, 5.20, 4.88)  -1.4378
C (-1.69, 4.13, 3.85)  0.8699
C (-2.97, 3.62, 3.61)  -0.8867
C (-3.18, 2.64, 2.65)  -0.3579
C (-2.08, 2.18, 1.94)  0.0320
C (-0.79, 2.66, 2.16)  -0.5100
C (-0.61, 3.63, 3.12)  -0.8677
S (-2.38, 1.04, 0.69)  1.9600
O (-3.66, 0.42, 0.77)  -0.6413
O (-2.05, 1.58, -0.63)  -0.8660
O (-1.24, -0.07, 0.97)  0.0591
H (-2.37, 5.39, 5.46)  0.3688
H (-1.17, 6.13, 4.40)  0.3415
H (-0.67, 4.91, 5.57)  0.3742
H (-3.81, 4.00, 4.17)  0.3668
H (-4.17, 2.25, 2.47)  0.5160
H (0.06, 2.29, 1.59)  0.2977
H (0.38, 4.01, 3.31)  0.4339
Cl (1.34, 1.90, -3.26)  -0.3812

Summary:
HOMO level	-14.74	eV
ΔE to the lowest compared entry with this formula, charge and spin	0.000	eV
calculated total energy	-3138.55116	hartree
total charge	+2
E_LUMO	-6.80	eV
gap between HOMO and LUMO	7.94	eV



Entry 2:
A molecular structure, C20H23F4MgO7P in a non-equilibrium geometry, computed with ωB97M-V/def2-TZVPD.

Last column: Mulliken charge in e.
Positions of all 56 atoms, in Å:
O (3.72, 0.14, -0.27)  -0.4265
C (2.74, 0.46, 0.33)  -0.0751
C (2.68, 0.74, 1.88)  0.1256
C (3.50, -0.20, 2.82)  0.7505
F (2.85, -0.58, 3.96)  -0.2400
F (3.69, -1.39, 2.09)  -0.3057
C (4.98, 0.32, 3.10)  0.3529
F (5.60, -0.67, 3.83)  -0.2424
F (5.66, 0.43, 1.89)  -0.2362
C (1.90, 1.80, 2.28)  0.3793
P (1.70, 2.28, 4.06)  0.8672
O (0.63, 1.41, 4.61)  -0.6941
O (1.15, 3.86, 4.22)  -0.5135
O (3.07, 2.15, 4.98)  -0.4920
C (1.07, 2.66, 1.25)  -0.4448
O (0.92, 3.85, 1.34)  -0.4705
C (0.49, 1.83, 0.05)  0.5807
C (-0.79, 2.08, -0.55)  -1.0412
C (-1.21, 1.17, -1.65)  0.5885
C (-2.60, 1.32, -2.33)  -1.1304
C (-3.53, 0.20, -1.63)  -0.6853
C (-4.53, 0.84, -0.59)  -0.6575
C (-5.01, -0.14, 0.53)  1.2616
O (-4.05, -1.10, 0.91)  -0.4776
C (-0.34, 0.03, -2.13)  1.3765
C (-0.83, -0.93, -3.28)  -0.5665
C (0.18, -2.12, -3.55)  -1.1416
C (-0.08, -3.32, -2.56)  -0.2245
C (1.20, -4.12, -2.18)  -0.7130
O (2.06, -3.40, -1.27)  -0.4607
C (0.97, -0.21, -1.50)  -0.5610
C (1.37, 0.69, -0.41)  0.0917
H (5.01, 1.32, 3.60)  0.0726
H (1.84, 4.44, 3.84)  0.3357
H (3.76, 2.74, 4.60)  0.3604
H (-1.42, 2.92, -0.18)  0.4812
H (-2.51, 1.09, -3.42)  0.3276
H (-2.99, 2.36, -2.15)  0.5883
H (-4.08, -0.35, -2.44)  0.4528
H (-2.85, -0.57, -1.16)  0.3762
H (-4.14, 1.78, -0.10)  0.2505
H (-5.44, 1.15, -1.18)  0.3537
H (-5.21, 0.53, 1.49)  -1.2577
H (-5.99, -0.66, 0.31)  0.5993
H (-4.36, -1.59, 1.70)  0.3482
H (-1.88, -1.29, -3.09)  0.1190
H (-0.87, -0.30, -4.22)  0.4859
H (1.25, -1.79, -3.60)  0.5195
H (-0.07, -2.50, -4.59)  0.4566
H (-0.56, -2.90, -1.63)  0.1708
H (-0.82, -4.04, -3.02)  0.3862
H (1.78, -4.45, -3.08)  0.3647
H (0.91, -5.08, -1.65)  0.2840
H (2.99, -3.56, -1.51)  0.3065
H (1.67, -1.02, -1.78)  0.1884
Mg (-5.53, 1.68, 2.96)  0.8549

Summary:
HOMO level	-13.82	eV
calculated total energy	-2242.71096	hartree
total charge	+2
E_LUMO	-11.56	eV
gap between HOMO and LUMO	2.26	eV



Entry 3:
A molecular structure, C30H49BBaN6O3P in a non-equilibrium geometry, computed with ωB97M-V/def2-TZVPD.

Last column: Mulliken charge in e.
Positions of all 91 atoms, in Å:
Ba (0.28, 0.37, -0.68)  2.4134
C (0.12, 4.13, 1.03)  -1.2044
C (-0.89, 3.12, 1.44)  0.3731
C (-1.69, 3.08, 2.58)  -1.2809
C (-2.39, 1.89, 2.50)  0.7994
C (-3.22, 1.29, 3.57)  -1.2097
N (-2.06, 1.28, 1.34)  1.5436
N (-1.10, 2.04, 0.70)  -0.8780
B (-2.51, 0.02, 0.49)  -1.5003
N (-3.84, 0.07, -0.28)  1.6773
N (-3.65, -0.12, -1.62)  -0.4251
C (-4.83, -0.08, -2.20)  0.4627
C (-4.97, -0.23, -3.68)  -1.2850
C (-5.83, 0.16, -1.25)  -1.2193
C (-5.17, 0.25, -0.05)  0.6192
C (-5.77, 0.59, 1.26)  -1.2338
N (-2.03, -1.34, 1.10)  1.1596
N (-0.77, -1.70, 0.65)  0.3878
C (-0.47, -2.84, 1.26)  0.1217
C (0.84, -3.51, 1.02)  -1.0148
C (-1.51, -3.26, 2.08)  -1.6424
C (-2.48, -2.28, 1.96)  0.7594
C (-3.83, -2.24, 2.56)  -1.1652
H (-0.23, 5.14, 1.24)  0.4634
H (1.06, 3.99, 1.58)  -0.0227
H (0.34, 4.07, -0.04)  0.1988
H (-1.73, 3.79, 3.38)  0.5327
H (-3.38, 2.03, 4.36)  0.4320
H (-4.20, 0.97, 3.23)  0.0729
H (-2.71, 0.44, 4.02)  0.2275
H (-1.80, 0.08, -0.43)  -1.0618
H (-4.33, -1.04, -4.05)  0.2358
H (-5.99, -0.48, -3.96)  0.4012
H (-4.69, 0.68, -4.20)  0.2068
H (-6.89, 0.26, -1.41)  0.4926
H (-6.85, 0.45, 1.21)  0.4501
H (-5.41, -0.04, 2.06)  0.1112
H (-5.58, 1.64, 1.52)  0.2126
H (1.38, -2.99, 0.22)  -0.1398
H (1.46, -3.50, 1.91)  0.2504
H (0.72, -4.55, 0.71)  0.4578
H (-1.57, -4.15, 2.68)  0.5330
H (-3.96, -3.08, 3.24)  0.4014
H (-3.99, -1.33, 3.13)  0.0871
H (-4.60, -2.30, 1.79)  0.2596
C (3.52, -0.69, -3.68)  -1.7517
C (2.07, -0.35, -3.53)  1.0509
C (1.10, -1.34, -3.39)  -0.4679
C (-0.26, -1.03, -3.40)  0.8737
C (-1.29, -2.10, -3.25)  -1.3272
C (-0.64, 0.31, -3.55)  -0.6312
C (0.31, 1.32, -3.64)  0.6496
C (-0.11, 2.76, -3.73)  -1.7249
C (1.66, 0.98, -3.61)  -0.6214
H (3.80, -0.61, -4.73)  0.5234
H (3.74, -1.71, -3.36)  0.3849
H (4.15, 0.00, -3.12)  0.2460
H (1.41, -2.37, -3.30)  0.3706
H (-0.85, -3.04, -2.94)  0.3510
H (-1.79, -2.27, -4.21)  0.3960
H (-2.06, -1.80, -2.54)  0.0545
H (-1.69, 0.57, -3.51)  0.2426
H (-0.31, 3.04, -4.76)  0.3648
H (0.67, 3.43, -3.36)  0.4008
H (-1.02, 2.95, -3.16)  0.3487
H (2.41, 1.77, -3.68)  0.5149
C (4.65, -1.97, 3.71)  -1.2203
C (3.93, -0.66, 3.51)  -0.3154
O (4.05, -0.25, 2.11)  -0.1584
P (2.70, -0.07, 1.26)  -1.0158
O (3.28, -0.42, -0.24)  0.5360
C (4.01, -1.66, -0.41)  -0.3072
C (5.49, -1.38, -0.59)  -1.5806
O (2.56, 1.53, 1.02)  0.2006
C (3.69, 2.40, 0.71)  -0.0960
C (4.17, 3.09, 1.96)  -1.2222
H (4.60, -2.27, 4.75)  0.4415
H (5.70, -1.89, 3.43)  0.2933
H (4.19, -2.76, 3.11)  0.2406
H (4.37, 0.15, 4.09)  0.2954
H (2.87, -0.73, 3.76)  0.4651
H (3.57, -2.15, -1.28)  0.3504
H (3.83, -2.30, 0.46)  0.3435
H (5.66, -0.73, -1.43)  0.2768
H (6.02, -2.31, -0.77)  0.4107
H (5.90, -0.92, 0.31)  0.3349
H (3.31, 3.10, -0.04)  0.3710
H (4.46, 1.79, 0.23)  0.1499
H (3.36, 3.63, 2.44)  0.2659
H (4.95, 3.81, 1.71)  0.4252
H (4.58, 2.38, 2.66)  0.2063

Summary:
HOMO level	-10.58	eV
ΔE to the lowest compared entry with this formula, charge and spin	2.072	eV
calculated total energy	-2118.53782	hartree
total charge	+1
E_LUMO	-1.97	eV
gap between HOMO and LUMO	8.61	eV



Entry 4:
2 unconnected molecules or ions with the total composition C4H12I2N2 in a non-equilibrium geometry, computed with ωB97M-V/def2-TZVPD.

Last column: Mulliken charge in e.
Positions of all 20 atoms, in Å:
C (-0.70, -0.09, 1.80)  -0.0375
C (-1.71, -0.60, 0.82)  -0.6650
C (0.69, -0.13, 1.28)  -1.1365
C (1.92, 0.86, -1.35)  -0.5453
N (-3.06, -0.54, 1.38)  -0.3139
N (3.38, 0.95, -1.70)  -0.3688
I (2.52, -0.43, 2.38)  0.1283
I (0.79, 2.36, -2.31)  0.2498
H (-0.99, 0.94, 2.07)  0.3385
H (-0.93, -0.66, 2.72)  0.4500
H (-1.40, -1.69, 0.82)  0.3436
H (-1.70, -0.22, -0.22)  0.3241
H (0.84, -0.88, 0.53)  0.4753
H (1.56, -0.18, -1.64)  0.4079
H (-3.52, 0.44, 1.43)  0.3945
H (-3.12, -0.89, 2.36)  0.3894
H (-3.76, -1.07, 0.92)  0.3649
H (3.56, 0.99, -2.79)  0.4244
H (3.82, 1.85, -1.28)  0.4257
H (3.94, 0.21, -1.36)  0.3505

Summary:
HOMO level (alpha / beta)	-15.72 / -14.85	eV
ΔE to the lowest compared entry with this formula, charge and spin	3.566	eV
calculated total energy	-863.72583	hartree
total charge	+2
E_LUMO (alpha / beta)	-7.17 / -8.50	eV
gap between HOMO and LUMO (alpha / beta)	8.54 / 6.35	eV



Entry 5:
A molecular structure, C30H20Cl3CoIN2O4PS in a non-equilibrium geometry, computed with ωB97M-V/def2-TZVPD.

Last column: Mulliken charge in e.
Positions of all 63 atoms, in Å:
Co (-0.03, -0.07, -0.12)  -0.0529
O (0.15, -0.24, 1.87)  -0.4958
N (1.31, -0.01, 2.46)  0.3571
C (1.31, 0.16, 3.79)  -0.2246
C (2.47, 0.34, 4.48)  -0.8053
C (3.68, 0.36, 3.78)  -0.2307
C (3.66, 0.23, 2.42)  -0.9118
C (2.45, 0.05, 1.73)  0.6670
S (2.38, -0.09, 0.03)  -0.3121
H (0.34, 0.14, 4.25)  0.4725
H (2.44, 0.47, 5.55)  0.4088
H (4.62, 0.50, 4.31)  0.3882
H (4.56, 0.26, 1.83)  0.4179
I (-0.44, 1.17, -2.56)  0.2408
C (-2.17, 0.35, -3.49)  0.0838
C (-2.02, 0.18, -4.84)  -0.6115
C (-3.12, -0.16, -5.65)  -0.8443
C (-4.35, -0.26, -5.08)  -0.8765
C (-4.53, -0.09, -3.69)  0.8894
C (-5.84, -0.18, -3.16)  -0.8578
C (-6.06, -0.04, -1.83)  -1.0419
C (-4.97, 0.12, -0.97)  -0.3366
C (-3.67, 0.20, -1.43)  0.7067
P (-2.45, 0.17, -0.03)  2.4422
C (-3.08, 1.58, 0.93)  0.6609
C (-3.75, 1.45, 2.14)  0.0309
C (-4.25, 2.58, 2.78)  -0.7601
C (-4.06, 3.83, 2.22)  -0.5960
C (-3.39, 3.96, 1.01)  -0.7114
C (-2.91, 2.83, 0.37)  -0.4949
C (-2.95, -1.34, 0.86)  0.5470
C (-2.47, -1.51, 2.16)  -0.9871
C (-2.69, -2.69, 2.84)  -0.8985
C (-3.36, -3.74, 2.22)  -0.6239
C (-3.80, -3.59, 0.92)  -0.7470
C (-3.59, -2.41, 0.23)  -0.7420
C (-3.41, 0.16, -2.83)  0.2220
H (-1.05, 0.34, -5.29)  0.4342
H (-2.98, -0.32, -6.71)  0.3961
H (-5.22, -0.47, -5.69)  0.3727
H (-6.66, -0.36, -3.84)  0.3887
H (-7.06, -0.10, -1.42)  0.4339
H (-5.15, 0.17, 0.10)  0.4109
H (-3.90, 0.47, 2.59)  0.4631
H (-4.78, 2.47, 3.71)  0.4394
H (-4.44, 4.71, 2.72)  0.3914
H (-3.23, 4.94, 0.58)  0.4216
H (-2.40, 2.93, -0.58)  0.2885
H (-1.92, -0.70, 2.62)  0.5619
H (-2.31, -2.81, 3.85)  0.4027
H (-3.51, -4.67, 2.75)  0.3948
H (-4.30, -4.42, 0.42)  0.4052
H (-3.93, -2.32, -0.79)  0.3681
Cl (2.54, 3.15, -1.30)  -0.1388
C (1.47, 3.92, -0.10)  0.7094
Cl (2.39, 5.08, 0.84)  -0.1384
Cl (0.19, 4.78, -0.96)  -0.1216
C (0.93, 2.73, 0.82)  0.2920
O (1.42, 2.64, 1.93)  -0.6068
O (0.07, 1.99, 0.25)  -0.6775
O (-0.50, -4.04, 0.23)  -0.5837
C (-0.37, -2.94, -0.16)  0.7916
N (-0.29, -1.84, -0.63)  -0.4722

Summary:
HOMO level (alpha / beta)	-8.01 / -8.00	eV
ΔE to the lowest compared entry with this formula, charge and spin	0.531	eV
calculated total energy	-5366.25380	hartree
total charge	0
E_LUMO (alpha / beta)	-1.21 / -1.28	eV
gap between HOMO and LUMO (alpha / beta)	6.80 / 6.72	eV



Entry 6:
A molecular structure, C5H6Cl2EuO4STi in a non-equilibrium geometry, computed with ωB97M-V/def2-TZVPD.

Last column: Löwdin spin population.
Positions of all 20 atoms, in Å:
Eu (2.52, 2.13, 0.74)  6.1796
Ti (-0.18, 0.57, -0.76)  0.8370
Cl (0.26, 1.29, 1.73)  -0.0544
Cl (2.01, -0.03, -1.12)  -0.0152
C (-0.39, 0.18, -2.70)  0.0223
C (1.61, 4.37, 1.76)  -0.0163
C (3.72, 3.79, -0.87)  -0.0101
O (-0.30, 0.01, -3.87)  0.0245
O (1.30, 5.27, 2.39)  0.0000
O (4.45, 4.42, -1.50)  0.0000
C (-2.38, -2.26, 1.59)  -0.0010
S (-1.11, -1.38, 0.63)  0.0034
C (-0.59, -2.53, -0.61)  -0.0012
O (-1.85, -0.24, -0.36)  0.0317
H (-1.71, -2.95, 2.14)  -0.0001
H (-3.09, -2.81, 0.94)  0.0000
H (-2.85, -1.56, 2.30)  0.0001
H (-1.40, -2.80, -1.29)  -0.0003
H (0.26, -2.11, -1.16)  0.0001
H (-0.27, -3.36, 0.02)  -0.0002

Summary:
HOMO level (alpha / beta)	-24.52 / -25.33	eV
ΔE to the lowest compared entry with this formula, charge and spin	0.000	eV
<S²>	15.803
multiplicity	8
calculated total energy	-3371.64859	hartree
total charge	+4
E_LUMO (alpha / beta)	-20.04 / -17.15	eV
gap between HOMO and LUMO (alpha / beta)	4.48 / 8.18	eV